Computed, not measured: a structure of composition C30H47FP2Tc in a non-equilibrium geometry, with wB97M-V/def2-TZVPD.

ORCA input file:
```
! RIJCOSX wB97M-V def2-TZVPD def2/J DEFGRID3
* xyz 2 4
C 1.146 2.684 5.038
H -0.836 4.418 -3.308
C 1.590 1.558 2.972
H 3.168 -0.890 4.662
H -3.073 1.418 -4.283
H 0.207 -3.762 0.047
P -0.844 2.026 -3.606
H -3.067 -2.017 -0.840
C -2.532 -1.069 -0.650
C -2.379 0.385 1.434
H 1.661 -0.453 5.470
H 2.370 -2.060 5.728
C -0.618 1.516 3.944
C 0.036 -0.603 -0.539
H -2.506 -2.501 2.290
H -0.941 -2.512 -0.392
H 0.829 3.740 -3.222
H -3.866 -1.095 1.030
H 0.563 -0.349 -7.096
C -0.194 2.323 5.005
C 1.416 -1.791 3.827
C 0.282 1.088 2.974
C 3.413 -2.788 2.495
H -4.048 0.324 0.034
H -0.250 3.615 -1.824
C -2.664 2.104 -3.526
H -1.667 -3.599 1.176
H -2.979 3.136 -3.721
C 0.495 -0.761 -6.082
H 2.702 0.283 -7.012
C 0.947 -2.783 1.790
H 3.430 -0.771 -5.771
C -1.102 -1.438 -0.286
H 3.066 2.750 4.040
H -0.800 2.643 -0.531
H 3.642 -2.980 1.440
C -0.217 3.601 -2.918
H -1.284 2.209 1.567
C -1.633 -3.156 2.174
H 4.077 -1.987 2.846
C -1.185 1.618 -0.495
H -0.896 2.638 5.772
H 0.935 1.721 -6.885
C -0.204 0.704 -1.229
H 0.992 -1.081 -0.766
H -0.608 0.429 -2.237
H 0.746 1.232 -1.396
C 0.010 -1.841 3.727
F 1.615 3.346 6.145
C -0.545 2.320 -5.402
C 2.191 -1.276 4.982
H -1.668 1.228 3.902
H 1.873 -3.144 -0.077
H 1.534 -4.619 0.843
H -1.916 -1.256 4.400
H -0.580 -0.730 5.457
P 1.430 0.343 -4.936
C 2.043 2.375 4.018
H -2.854 0.614 2.393
C -1.401 1.305 0.966
C -0.943 -1.550 4.819
C -3.292 -0.345 0.472
H 0.959 -1.751 -6.077
H -2.605 -0.530 -1.613
Tc -0.364 -0.448 1.497
H -1.106 -2.419 5.485
H -1.317 1.781 -5.963
H -3.039 1.780 -2.544
H 3.658 0.999 -5.689
H -0.725 3.388 -5.580
H -0.552 -0.858 -5.795
C -0.357 -2.398 2.406
C 1.143 -3.622 0.592
H 3.657 -3.697 3.067
H 1.621 2.691 -5.576
C 0.875 1.914 -5.803
C 1.980 -2.420 2.670
H 2.264 1.273 2.161
H -2.139 1.614 -1.030
C 2.964 0.199 -5.951
H -1.732 -3.982 2.893
*
```

Output
- electronic energy (hartree) = -2033.91426
- expectation value of S² = 4.18
- E_LUMO (alpha / beta) (eV) = -7.273 / -8.423
- relative energy (zero: lowest compared OMol25 entry of this formula, charge and spin) (kJ/mol) = 43.5